# 1
C6H13NO2 | ωB97M-V with the def2-TZVPD basis set

Calculated values
LUMO: 0.4 eV
ΔE to the lowest compared entry with this formula, charge and spin: 92.2 kcal per mole
Frontier orbital gap: 0.3306 hartree

CARTESIAN COORDINATES (ANGSTROEM)
C -0.293 -0.745 -0.400
C -1.306 0.963 1.166
C -0.755 -1.859 0.480
C -0.513 -0.901 -1.852
C 2.379 0.685 -0.164
N 1.297 -0.074 0.439
C -0.225 0.694 0.049
O -1.295 2.315 1.546
O -0.097 1.685 -0.752
H -0.815 2.809 0.855
H 1.454 -0.134 1.444
H -2.282 0.688 0.755
H -1.145 0.386 2.079
H -0.471 -1.731 1.523
H -0.331 -2.809 0.140
H -1.851 -1.926 0.442
H -1.220 -0.162 -2.255
H -0.981 -1.844 -2.140
H 0.418 -0.676 -2.390
H 2.291 1.757 0.041
H 2.402 0.525 -1.246
H 3.338 0.354 0.241

# 2
C6H13NO2 | ωB97M-V with the def2-TZVPD basis set

Calculated values
LUMO (spin up / spin down): 0.7 / 0.7 eV
ΔE to the lowest compared entry with this formula, charge and spin: 94.7 kcal per mole
Frontier orbital gap (spin up / spin down): 0.2899 / 0.2898 hartree

CARTESIAN COORDINATES (ANGSTROEM)
C -0.299 0.376 0.121
C 2.278 0.566 0.009
C 0.708 -0.320 0.822
C -0.336 0.569 -1.369
C -0.968 1.499 0.872
C -1.723 -1.224 0.293
N -1.488 -2.560 0.363
O 2.614 -0.157 -1.129
O -2.833 -0.804 0.013
H 2.635 0.415 -1.904
H -0.545 -2.901 0.444
H -2.266 -3.211 0.385
H 2.118 1.637 -0.117
H 2.988 0.351 0.806
H 1.003 -1.340 0.613
H 0.830 -0.093 1.875
H 0.156 -0.232 -1.915
H -0.912 1.371 1.952
H -1.385 0.515 -1.675
H -0.006 1.568 -1.663
H -2.026 1.510 0.605
H -0.543 2.466 0.599

# 3
C6H13NO2 | ωB97M-V with the def2-TZVPD basis set

Calculated values
LUMO: 0.5 eV
ΔE to the lowest compared entry with this formula, charge and spin: 73.4 kcal per mole
Frontier orbital gap: 0.3102 hartree

CARTESIAN COORDINATES (ANGSTROEM)
C 1.527 -0.378 -0.456
C -0.247 -1.081 -0.222
C -1.522 -0.236 0.010
C -0.024 -2.055 0.916
C -0.603 1.996 -0.836
C -0.793 1.018 0.270
O 1.993 0.410 0.443
O 1.497 0.126 -1.792
N -0.195 1.267 1.416
H -0.392 0.613 2.164
H 2.074 0.901 -1.777
H 1.959 -1.389 -0.485
H -0.305 -1.552 -1.199
H 0.902 1.287 1.235
H -2.114 -0.579 0.863
H -2.155 -0.171 -0.872
H -0.912 -2.662 1.117
H 0.241 -1.531 1.840
H 0.804 -2.732 0.697
H -0.498 1.496 -1.796
H -1.500 2.623 -0.872
H 0.265 2.630 -0.664

# 4
C6H13NO2 | ωB97M-V with the def2-TZVPD basis set

Calculated values
SMILES string: Cc1c[nH]c(C)c1.O.O
LUMO: 0.7 eV
ΔE to the lowest compared entry with this formula, charge and spin: 41.4 kcal per mole
Frontier orbital gap: 0.3080 hartree

CARTESIAN COORDINATES (ANGSTROEM)
C -0.277 -2.920 0.212
C -0.207 -1.503 0.545
C 0.136 -0.919 1.765
N -0.078 0.427 1.731
C -0.572 0.732 0.511
C -0.833 -0.429 -0.190
C -1.031 2.111 0.055
H -0.885 -3.102 -0.686
H 0.577 -3.600 0.000
H -0.809 -3.440 1.007
H 0.411 -1.571 2.590
H -0.023 1.078 2.500
H -1.347 -0.265 -1.120
H -2.063 2.052 -0.288
H -1.114 2.666 0.982
H -0.353 2.535 -0.679
H -0.188 0.180 -3.627
H -0.789 1.414 -2.903
O -0.100 1.151 -3.513
H 2.738 1.791 0.340
H 3.776 0.708 0.673
O 3.032 0.905 0.095

# 5
C6H13NO2S | ωB97M-V with the def2-TZVPD basis set

Calculated values
LUMO (spin up / spin down): -0.8 / -0.5 eV
ΔE to the lowest compared entry with this formula, charge and spin: 107.3 kcal per mole
Frontier orbital gap (spin up / spin down): 0.3046 / 0.2905 hartree

CARTESIAN COORDINATES (ANGSTROEM)
C -2.939 0.511 0.053
C -4.366 -0.061 0.052
C 1.473 -0.737 -1.427
C 2.726 1.055 0.218
C 1.277 -0.600 1.193
C 1.604 0.104 -0.168
N -1.953 -0.143 -0.307
O -0.062 1.904 1.159
O 0.085 2.132 -1.254
S 0.050 1.252 -0.118
H -2.793 1.504 0.461
H -4.794 0.651 -0.605
H -4.236 -1.142 -0.344
H -4.763 0.138 0.940
H 0.555 -1.341 -1.372
H 1.246 -0.017 -2.146
H 2.494 -1.347 -1.450
H 2.461 1.765 1.139
H 2.881 1.628 -0.693
H 3.721 0.467 0.457
H 1.254 0.023 2.098
H 0.294 -1.019 1.023
H 1.770 -1.518 1.316

# 6
C6H13NO3 | ωB97M-V with the def2-TZVPD basis set

Calculated values
SMILES string: CN[C@@H](C)C=O.CC(=O)O
LUMO: 0.5 eV
ΔE to the lowest compared entry with this formula, charge and spin: 78.8 kcal per mole
Frontier orbital gap: 0.3564 hartree

CARTESIAN COORDINATES (ANGSTROEM)
C 1.727 -0.859 0.679
C 0.879 -0.930 -0.581
C 0.815 -2.324 -1.184
O 1.618 -3.197 -0.963
N -0.461 -0.364 -0.396
C -1.290 -1.029 0.604
C -0.038 2.184 -0.390
C -0.731 2.468 0.923
O 0.958 2.812 -0.711
H 1.700 0.157 1.093
H 1.364 -1.553 1.450
H 2.762 -1.134 0.446
H 1.364 -0.331 -1.373
H -0.016 -2.479 -1.911
H -0.920 -0.815 1.616
H -2.311 -0.632 0.560
H -1.313 -2.122 0.463
H -0.025 2.338 1.752
H -1.071 3.512 0.913
H -1.575 1.787 1.089
H -0.924 -0.230 -1.455
O -0.941 1.691 -1.541
H -1.572 1.052 -1.085

# 7
C6H13NO3 | ωB97M-V with the def2-TZVPD basis set

Calculated values
SMILES string: C=C(C)C(=O)O.CNCO
LUMO: 0.9 eV
ΔE to the lowest compared entry with this formula, charge and spin: 61.7 kcal per mole
Frontier orbital gap: 0.3823 hartree

CARTESIAN COORDINATES (ANGSTROEM)
C 2.774 -0.368 0.414
C 1.604 0.748 -1.512
N 1.648 0.636 -0.061
O 2.112 -1.348 1.170
H 1.735 -2.036 0.584
H 1.948 1.509 0.352
H 3.451 0.130 1.112
H 3.370 -0.836 -0.386
H 2.537 0.518 -2.040
H 0.864 0.061 -1.918
H 1.369 1.782 -1.758
C -2.756 0.906 1.031
C -0.680 -0.628 0.285
C -2.134 0.073 -0.039
C -2.781 -0.374 -1.106
O -0.418 -0.550 1.582
O -0.271 -1.533 -0.416
H 0.541 -0.708 1.759
H -2.150 1.794 1.212
H -3.779 1.179 0.779
H -2.816 0.359 1.972
H -3.845 -0.231 -1.236
H -2.323 -1.082 -1.780

# 8
C6H13NO4 | ωB97M-V with the def2-TZVPD basis set

Calculated values
LUMO: 0.1 eV
ΔE to the lowest compared entry with this formula, charge and spin: 165.9 kcal per mole
Frontier orbital gap: 0.3480 hartree

CARTESIAN COORDINATES (ANGSTROEM)
C -2.440 -0.054 -1.016
C -0.849 0.189 -0.681
C 0.693 1.681 0.220
C 1.653 0.555 -0.243
C 1.284 -0.829 0.188
C -0.304 -0.940 0.104
H -2.601 -0.693 0.943
H -2.726 -0.844 -1.718
H -2.814 0.577 -1.619
H -0.341 0.263 -1.717
H -1.293 2.315 -0.273
H 1.109 2.611 -0.250
H 0.742 2.042 1.359
H 1.447 0.717 -1.440
H 3.453 -0.161 -0.278
H 1.127 -1.091 1.233
H 2.139 -1.518 -1.244
H -0.527 -1.850 -0.317
H -0.860 -0.086 1.645
N -0.740 1.401 0.128
O -3.204 -0.030 0.214
O 2.931 0.903 0.217
O 1.975 -1.908 -0.537
O -0.938 -0.928 1.524

# 9
C6H13NOP | ωB97M-V with the def2-TZVPD basis set

Calculated values
SMILES string: C=[PH2]OC=[N+]1CC(C)C1
Charge: +1
LUMO: -3.5 eV
ΔE to the lowest compared entry with this formula, charge and spin: 39.0 kcal per mole
Frontier orbital gap: 0.3363 hartree

CARTESIAN COORDINATES (ANGSTROEM)
C 3.940 1.072 -0.533
C -1.162 -1.159 0.053
C -1.367 1.064 0.277
C -2.352 -0.173 0.387
C -3.575 -0.294 -0.578
C 1.005 0.198 0.248
N -0.289 0.085 0.131
O 1.842 -0.776 0.164
P 3.662 -0.395 0.262
H 3.921 1.006 -1.741
H -0.901 -2.004 0.606
H -1.183 -1.606 -0.908
H -1.514 1.571 -0.627
H -1.185 1.680 1.147
H -2.752 -0.429 1.457
H -3.458 0.402 -1.451
H -4.501 0.160 -0.123
H -3.691 -1.353 -0.727
H 1.354 1.221 0.634
H 3.874 -1.697 -0.218
H 4.722 1.750 -0.126
H 3.612 -0.325 1.665

# 10
C6H13NS | ωB97M-V with the def2-TZVPD basis set

Calculated values
SMILES string: CCCN(C=S)CC
LUMO: 0.6 eV
ΔE to the lowest compared entry with this formula, charge and spin: 102.2 kcal per mole
Frontier orbital gap: 0.3178 hartree

CARTESIAN COORDINATES (ANGSTROEM)
C 2.074 -0.570 -1.061
C 1.417 -1.186 0.192
C 0.508 -0.242 1.020
C -1.496 1.122 0.618
C -0.887 1.912 -0.673
C -1.529 -1.250 0.111
H 3.178 0.116 -0.776
H 2.666 -1.705 -1.433
H 1.259 -0.216 -1.843
H 1.041 -2.202 -0.036
H 2.232 -1.375 1.123
H 0.480 -0.542 2.093
H 1.126 0.737 0.998
H -2.628 0.993 0.293
H -1.585 1.692 1.679
H -1.716 1.616 -1.534
H -1.130 3.000 -0.592
H 0.107 1.696 -0.752
H -1.183 -2.239 0.468
N -0.802 -0.214 0.514
S -3.132 -1.143 -0.410

# 11
C6H13O | ωB97M-V with the def2-TZVPD basis set

Calculated values
SMILES string: CCCCCC[O-]
Charge: -1
LUMO: 3.9 eV
ΔE to the lowest compared entry with this formula, charge and spin: 14.3 kcal per mole
Frontier orbital gap: 0.2219 hartree

CARTESIAN COORDINATES (ANGSTROEM)
C 0.972 -1.817 -1.483
O 0.420 -2.733 -0.671
C 1.554 -0.432 -0.708
C 1.057 -0.466 0.719
C -0.417 -0.142 0.837
C -0.729 1.372 0.857
C -2.051 1.715 0.177
H 0.223 -1.391 -2.192
H 1.900 -2.234 -1.941
H 1.129 0.350 -1.332
H 2.627 -0.589 -0.830
H 1.162 -1.520 1.013
H 1.683 0.096 1.425
H -1.022 -0.625 0.067
H -0.794 -0.577 1.764
H 0.162 1.866 0.441
H -0.766 1.747 1.889
H -1.940 1.649 -0.917
H -2.799 0.992 0.495
H -2.373 2.738 0.388

# 12
C6H13O2 | ωB97M-V with the def2-TZVPD basis set

Calculated values
Charge: -1
LUMO: 3.3 eV
ΔE to the lowest compared entry with this formula, charge and spin: 17.6 kcal per mole
Frontier orbital gap: 0.2604 hartree

CARTESIAN COORDINATES (ANGSTROEM)
C 1.297 -0.357 1.425
C 1.602 -1.655 0.728
C 2.224 -0.182 2.686
O 2.080 -1.015 3.602
O 3.055 0.749 2.573
H 1.461 0.538 0.816
H 0.245 -0.198 1.697
H 1.078 -2.452 1.246
H 2.658 -1.881 0.590
H 1.232 -1.727 -0.298
C -1.556 0.766 -0.773
C -2.347 1.738 -1.640
C -0.806 -0.291 -1.580
H -0.805 1.347 -0.240
H -2.219 0.258 -0.079
H -2.744 2.561 -1.043
H 0.030 0.197 -2.087
H -0.241 -0.885 -0.862
H -1.412 -1.011 -2.122
H -1.705 2.222 -2.387
H -3.128 1.279 -2.251